# 1
C18H36AsF6O18RbTl as an isolated structure in a non-equilibrium geometry. Source: the OMol25 dataset; level of theory: ωB97M-V with the def2-TZVPD basis set.

The geometry in ORCA input format:
```
! wB97M-V def2-TZVPD RIJCOSX def2/J DEFGRID3
* xyz 3 1
Rb 3.8262 -23.3530 13.3136
Tl 4.1631 -20.3398 3.6312
As 0.6092 -19.2732 9.2980
F -0.4711 -19.2592 10.6841
F 0.0737 -17.7167 8.6399
F 1.7508 -19.5345 7.9196
F 1.2593 -20.8556 9.8975
F -0.5833 -20.3073 8.4139
F 1.8150 -18.4288 10.2860
C -3.9408 -19.3052 21.3761
O -4.1208 -18.9969 20.0232
C -3.0474 -18.7205 19.2637
O -1.8911 -19.0201 19.4960
O -3.4800 -18.0759 18.1625
C -2.6573 -18.0370 16.9888
H -3.6914 -18.3612 21.8607
H -3.1727 -20.0780 21.4060
H -4.8382 -19.7164 21.8384
H -2.7766 -17.1300 16.3963
H -2.8089 -18.9658 16.4387
H -1.5949 -17.9365 17.2106
C -2.5404 -24.1975 11.7135
O -2.6303 -25.3644 12.5216
C -1.5264 -25.8094 13.1801
O -0.3441 -25.3843 13.0905
O -1.9581 -26.8641 13.9196
C -1.2714 -27.7374 14.8259
H -3.3093 -24.2162 10.9412
H -1.5786 -24.2489 11.2031
H -2.6152 -23.3058 12.3358
H -0.8584 -27.1546 15.6492
H -0.3924 -28.2335 14.4144
H -1.9453 -28.5083 15.1998
C 3.3501 -13.4516 8.4299
O 3.5224 -14.4403 7.4414
C 2.8996 -14.5302 6.2122
O 2.9088 -15.5086 5.5131
O 2.2924 -13.3551 5.8856
C 1.6538 -13.2599 4.6242
H 2.3066 -13.5764 8.7190
H 3.5500 -12.4320 8.1002
H 3.9732 -13.7586 9.2699
H 0.8976 -12.4770 4.6834
H 1.1318 -14.1082 4.1814
H 2.3236 -12.7361 3.9422
C 9.9935 -15.6593 8.3139
O 9.1981 -16.4644 7.5491
C 8.1851 -17.2925 8.0110
O 7.4581 -17.9693 7.2825
O 8.0481 -17.1917 9.2560
C 7.5386 -18.2038 10.1045
H 10.6020 -15.0653 7.6320
H 10.7549 -16.1394 8.9286
H 9.4479 -14.9734 8.9619
H 8.3794 -18.6647 10.6229
H 7.0414 -19.0166 9.5752
H 6.9031 -17.7515 10.8658
C 1.3599 -8.1939 8.4129
O 0.2477 -8.9116 7.9391
C -0.4653 -9.6124 8.7443
O -0.2716 -9.7940 9.9283
O -1.3151 -10.2718 7.9668
C -2.1264 -11.2401 8.5173
H 1.8934 -7.6997 7.6010
H 2.0463 -8.8834 8.9044
H 0.9940 -7.5096 9.1783
H -3.1441 -11.3632 8.1468
H -2.2632 -11.1518 9.5951
H -1.6369 -12.1971 8.3367
C -1.8844 -25.7605 5.1311
O -0.7955 -24.8950 5.0114
C 0.1992 -24.8327 5.9507
O 1.2077 -24.1317 5.7600
O -0.0688 -25.6273 6.9941
C 0.9577 -26.0057 7.8322
H -2.7172 -25.3271 5.6850
H -1.6812 -26.7744 5.4757
H -2.2988 -25.9106 4.1342
H 0.6075 -26.4376 8.7697
H 1.5597 -25.1725 8.1948
H 1.7136 -26.6318 7.3582
*
```

**DFT total energy**: -138563.74978 eV
**Strongest force on any atom**: 3.89 eV/Å
**Relative energy (zero: lowest compared OMol25 entry of this formula, charge and spin)**: 4.892 eV
**Molecular weight**: 1019.229 g mol⁻¹

***

# 2
A 4-piece molecular cluster, C18H36B3IO14 overall in a non-equilibrium geometry. Source: the OMol25 dataset; level of theory: ωB97M-V with the def2-TZVPD basis set.

The geometry in ORCA input format:
```
! wB97M-V def2-TZVPD RIJCOSX def2/J DEFGRID3
* xyz 0 1
C 0.0714 -3.6375 2.0789
B -0.9219 -3.4642 0.7755
O -0.2617 -3.5855 -0.5713
B -0.3313 -2.1703 -1.0812
C 0.9924 -1.2410 -1.3855
C 2.1594 -1.2965 -0.2358
C 1.9015 -0.2626 1.0388
I 1.7716 1.8588 0.4201
O -1.7199 -1.6383 -1.2512
B -2.5615 -1.9584 -0.0799
C -3.8013 -0.8745 0.2363
C -5.2682 -1.5913 0.3886
O -6.1935 -1.6938 -0.5988
O -5.6279 -2.1256 1.7237
O -2.3659 -3.1599 0.8063
H -0.5151 -3.5690 3.0914
H 0.9035 -2.7884 1.9694
H 0.6266 -4.6833 1.9312
H 1.4859 -1.6584 -2.3892
H 0.6508 -0.1479 -1.6294
H 3.1749 -0.9300 -0.7372
H 2.3988 -2.3980 0.1568
H 2.8998 -0.3293 1.6905
H 1.0118 -0.5934 1.7327
H -3.5767 -0.2919 1.2424
H -3.9062 -0.0921 -0.6590
H -5.7885 -1.3329 2.3325
C -3.8311 6.5318 3.4387
C -3.6185 5.3376 4.3523
O -3.6321 4.1169 3.6024
C -2.4823 3.8181 2.9477
O -1.4589 4.4836 2.9524
O -2.6747 2.6615 2.2650
C -1.5615 2.2718 1.4645
H -4.7379 6.4017 2.8385
H -3.9194 7.4537 4.0205
H -2.9996 6.6458 2.7366
H -4.4432 5.2784 5.0705
H -2.6930 5.4313 4.9319
H -0.6386 2.2422 2.0524
H -1.4571 2.9541 0.6151
H -1.7552 1.2667 1.0798
C -4.8008 -1.4670 -4.0789
C -3.4094 -0.8591 -4.1020
O -2.6426 -1.3893 -5.1898
C -2.8976 -0.8465 -6.4064
O -3.7012 0.0415 -6.6429
O -2.1212 -1.4796 -7.3213
C -2.3492 -1.0567 -8.6634
H -4.7439 -2.5607 -4.0768
H -5.3525 -1.1382 -3.1936
H -5.3724 -1.1808 -4.9670
H -2.8810 -1.1265 -3.1807
H -3.4468 0.2354 -4.1455
H -2.2737 0.0313 -8.7569
H -3.3292 -1.4068 -9.0023
H -1.5814 -1.5093 -9.2970
C 7.6872 0.5451 4.4271
C 7.2424 -0.8317 3.9661
O 6.7461 -0.7807 2.6232
C 7.6902 -0.7620 1.6494
O 8.8986 -0.7932 1.8194
O 7.0584 -0.6773 0.4517
C 7.9428 -0.5691 -0.6610
H 6.8836 1.2763 4.2893
H 7.9734 0.5265 5.4825
H 8.5426 0.9003 3.8445
H 6.4165 -1.1767 4.5972
H 8.0480 -1.5691 4.0586
H 8.6889 -1.3700 -0.6565
H 8.4283 0.4117 -0.6564
H 7.3501 -0.6581 -1.5757
*
```

**DFT total energy**: -58047.96486 eV
**SMILES**: CB1OB(CCCI)OB(CC(=O)O)O1.CCOC(=O)OC.CCOC(=O)OC.CCOC(=O)OC
**Strongest force on any atom**: 9.25 eV/Å
**Molecular weight**: 635.812 g mol⁻¹